1.
DFT (ωB97M-V/def2-TZVPD) results for a 2-piece molecular cluster, C8H16N2O2 overall.

Positions of all 28 atoms, in Å:
O (-1.51, -3.22, -0.05)
C (-1.08, -3.35, -1.39)
C (0.12, -2.42, -1.64)
C (-0.30, -0.96, -1.68)
N (0.73, -0.05, -1.16)
C (0.44, 1.14, -0.54)
C (1.60, 1.69, -0.16)
N (2.59, 0.84, -0.58)
C (2.05, -0.21, -1.20)
H (-2.26, -2.62, 0.02)
H (-1.89, -3.15, -2.10)
H (-0.72, -4.37, -1.49)
H (0.81, -2.62, -0.82)
H (0.61, -2.72, -2.58)
H (-1.18, -0.80, -1.06)
H (-0.54, -0.65, -2.70)
H (-0.53, 1.58, -0.35)
H (1.76, 2.63, 0.38)
H (3.59, 0.94, -0.45)
H (2.54, -1.05, -1.64)
C (-1.56, 2.24, 2.87)
C (-0.14, 2.64, 2.42)
O (-0.12, 3.54, 1.42)
H (-2.14, 1.84, 2.03)
H (-1.54, 1.47, 3.66)
H (-2.09, 3.11, 3.27)
H (0.36, 1.65, 2.15)
H (0.40, 2.90, 3.37)

The value obtained for the energy relative to the best compared isomer or geometry (same formula, charge and spin) is 1.359 eV. The value obtained for the HOMO energy is -5.64 eV. Its charge is 0.

---

2.
DFT (ωB97M-V/def2-TZVPD) results for a 2-piece molecular cluster, C4H11NO2 overall.

Positions of all 18 atoms, in Å:
C (-1.85, -1.72, 3.00)
C (-1.68, -1.61, 1.44)
N (-0.39, -0.83, 1.29)
C (0.42, -0.45, 0.00)
C (-0.48, 0.18, -1.02)
O (-0.20, 1.31, -1.55)
H (-2.68, -2.25, 3.31)
H (-2.14, -0.66, 3.54)
H (-1.05, -2.06, 3.55)
H (-2.46, -1.15, 0.81)
H (-1.39, -2.59, 1.06)
H (0.42, -1.05, 1.97)
H (1.10, 0.26, 0.29)
H (0.93, -1.37, -0.26)
H (-1.37, -0.40, -1.31)
H (4.04, 2.15, -3.42)
H (2.55, 2.59, -2.98)
O (3.49, 2.92, -2.98)

The value obtained for the energy relative to the best compared isomer or geometry (same formula, charge and spin) is 3.531 eV. The value obtained for the HOMO energy is -8.70 eV. Its charge is 0.

---

3.
DFT (ωB97M-V/def2-TZVPD) results for a 5-piece molecular cluster, C14H38BNO7PS overall.

Positions of all 63 atoms, in Å:
C (3.57, -5.16, 0.08)
O (2.56, -6.02, -0.52)
B (1.47, -5.27, -0.97)
O (1.63, -4.52, -2.16)
P (-0.23, -5.18, -0.05)
S (-1.48, -6.84, -0.36)
N (-1.04, -3.72, -0.53)
C (-0.82, -2.77, 0.26)
O (-0.51, -2.04, 1.08)
H (4.05, -4.46, -0.68)
H (3.14, -4.57, 0.94)
H (4.41, -5.81, 0.50)
H (1.26, -3.62, -2.03)
H (0.04, -5.09, 1.34)
H (-2.73, -6.60, 0.16)
C (-3.18, 0.80, 1.37)
C (-2.48, 1.65, 0.32)
C (-3.02, 1.38, -1.07)
O (-1.08, 1.39, 0.35)
H (-3.02, -0.27, 1.16)
H (-2.77, 0.99, 2.36)
H (-4.25, 0.99, 1.38)
H (-2.61, 2.71, 0.57)
H (-2.86, 0.33, -1.36)
H (-2.50, 1.99, -1.81)
H (-4.09, 1.59, -1.13)
H (-0.95, 0.46, 0.13)
C (7.17, -7.17, 3.91)
C (5.79, -7.45, 3.34)
C (5.57, -8.95, 3.15)
O (5.65, -6.79, 2.08)
H (7.95, -7.52, 3.24)
H (7.32, -6.09, 4.03)
H (7.30, -7.65, 4.88)
H (5.03, -7.05, 4.01)
H (6.30, -9.36, 2.45)
H (4.58, -9.14, 2.73)
H (5.65, -9.48, 4.10)
H (6.32, -7.14, 1.48)
C (0.90, 4.72, -3.46)
C (-0.57, 4.42, -3.18)
C (-1.24, 5.56, -2.43)
O (-0.67, 3.22, -2.41)
H (1.45, 4.86, -2.52)
H (1.37, 3.89, -3.98)
H (1.01, 5.62, -4.06)
H (-1.09, 4.24, -4.12)
H (-0.76, 5.73, -1.46)
H (-2.29, 5.33, -2.23)
H (-1.19, 6.49, -3.01)
H (-0.21, 3.37, -1.57)
C (-5.15, 6.71, -0.24)
C (-4.90, 8.21, -0.26)
C (-3.67, 8.55, -1.09)
O (-4.71, 8.67, 1.07)
H (-4.30, 6.18, 0.20)
H (-6.03, 6.47, 0.37)
H (-5.31, 6.32, -1.25)
H (-5.77, 8.72, -0.66)
H (-2.78, 8.08, -0.68)
H (-3.50, 9.63, -1.09)
H (-3.79, 8.22, -2.13)
H (-3.94, 8.23, 1.44)

The value obtained for the HOMO energy is -11.36 eV. Its charge is +1.

---

4.
DFT (ωB97M-V/def2-TZVPD) results for an isolated ion of composition C6H12N and charge +1.

Positions of all 19 atoms, in Å:
C (-0.83, -0.83, -0.17)
C (-1.88, -1.51, 0.09)
C (0.54, -0.37, -0.04)
C (1.73, -1.01, -0.90)
C (0.99, 0.21, 1.28)
C (-1.04, 1.78, -0.17)
N (-0.52, 0.53, -0.78)
H (-2.82, -0.86, 0.09)
H (-1.86, -2.33, 0.78)
H (1.37, -1.25, -1.99)
H (2.12, -1.87, -0.40)
H (2.44, -0.20, -0.85)
H (1.27, 1.32, 1.14)
H (1.96, -0.23, 1.59)
H (0.22, 0.09, 2.01)
H (-0.96, 1.72, 0.97)
H (-0.37, 2.62, -0.40)
H (-2.16, 1.68, -0.45)
H (-0.20, 0.51, -1.80)

The value obtained for the energy relative to the best compared isomer or geometry (same formula, charge and spin) is 3.007 eV. The value obtained for the HOMO energy is -15.15 eV. Its charge is +1.

---

5.
DFT (ωB97M-V/def2-TZVPD) results for a single C17H13FN2OS molecule.

Positions of all 35 atoms, in Å:
C (-2.43, -4.36, -3.03)
C (-2.34, -2.88, -3.02)
N (-1.93, -2.17, -2.04)
C (-1.95, -0.83, -2.30)
C (-2.41, -0.52, -3.55)
S (-2.83, -1.93, -4.43)
H (-2.54, 0.44, -4.00)
C (-1.51, 0.10, -1.26)
C (-1.12, -0.41, -0.02)
C (-0.69, 0.44, 0.98)
C (-0.64, 1.81, 0.76)
C (-1.06, 2.32, -0.47)
C (-1.48, 1.48, -1.47)
H (-1.78, 1.89, -2.42)
H (-1.04, 3.39, -0.62)
C (-0.25, 2.76, 1.84)
O (-0.89, 3.75, 2.10)
N (0.84, 2.43, 2.60)
C (1.86, 1.51, 2.37)
C (2.27, 1.15, 1.09)
C (3.30, 0.24, 0.91)
C (3.95, -0.32, 2.00)
C (3.55, 0.06, 3.26)
C (2.52, 0.96, 3.47)
H (2.24, 1.23, 4.48)
F (4.18, -0.46, 4.34)
H (4.75, -1.03, 1.87)
H (3.60, -0.03, -0.09)
H (1.80, 1.60, 0.23)
H (0.93, 2.98, 3.44)
H (-0.40, 0.03, 1.94)
H (-1.17, -1.47, 0.14)
H (-3.46, -4.67, -3.21)
H (-2.09, -4.74, -2.07)
H (-1.81, -4.77, -3.83)

The value obtained for the HOMO energy is -8.38 eV. Its charge is 0.

---

6.
DFT (ωB97M-V/def2-TZVPD) results for C14H36F3MgO7S5 as an isolated structure.

Positions of all 66 atoms, in Å:
Mg (36.30, 17.76, -5.43)
C (39.21, 17.15, -6.64)
O (39.16, 17.65, -7.97)
O (38.00, 16.94, -6.16)
C (40.15, 15.95, -6.60)
F (41.40, 16.29, -6.97)
F (40.26, 15.40, -5.36)
F (39.74, 14.94, -7.41)
C (39.79, 18.86, -8.33)
C (39.83, 18.89, -9.85)
H (40.67, 19.47, -10.23)
H (40.02, 17.86, -10.18)
H (38.92, 19.22, -10.34)
H (40.81, 18.90, -7.92)
H (39.22, 19.72, -7.95)
H (39.78, 17.89, -6.02)
C (39.15, 20.80, -4.94)
S (37.83, 20.23, -3.81)
O (37.40, 18.89, -4.36)
C (38.93, 19.86, -2.41)
H (40.07, 20.22, -4.89)
H (39.48, 21.82, -4.74)
H (38.74, 20.66, -5.94)
H (38.33, 19.10, -1.89)
H (38.99, 20.76, -1.80)
H (39.86, 19.37, -2.69)
C (37.56, 15.24, -1.92)
S (36.29, 15.17, -3.21)
O (36.35, 16.48, -3.94)
C (37.15, 13.97, -4.31)
H (37.10, 15.66, -1.02)
H (38.46, 15.75, -2.24)
H (37.68, 14.21, -1.56)
H (37.43, 13.13, -3.68)
H (38.02, 14.47, -4.74)
H (36.39, 13.64, -5.01)
C (33.23, 14.75, -5.12)
S (33.64, 16.07, -6.29)
O (35.09, 16.39, -6.12)
C (33.63, 14.97, -7.77)
H (33.40, 15.17, -4.12)
H (33.80, 13.84, -5.30)
H (32.17, 14.49, -5.20)
H (32.97, 15.34, -8.56)
H (33.33, 13.95, -7.54)
H (34.67, 15.01, -8.09)
C (33.56, 18.26, -2.06)
S (33.73, 19.24, -3.58)
O (34.86, 18.59, -4.34)
C (32.08, 18.79, -4.29)
H (33.97, 17.26, -2.19)
H (32.53, 18.22, -1.73)
H (34.19, 18.70, -1.28)
H (32.08, 17.75, -4.58)
H (31.96, 19.47, -5.13)
H (31.36, 18.97, -3.50)
C (33.70, 18.76, -8.54)
S (35.48, 18.98, -8.54)
O (35.92, 18.68, -7.12)
C (36.08, 17.50, -9.45)
H (33.53, 17.77, -8.97)
H (33.26, 19.48, -9.22)
H (33.35, 18.73, -7.51)
H (36.30, 16.68, -8.79)
H (37.02, 17.83, -9.88)
H (35.41, 17.34, -10.30)

The value obtained for the energy relative to the best compared isomer or geometry (same formula, charge and spin) is 1.706 eV. The value obtained for the HOMO energy is -10.00 eV. Its charge is +1.